The following is a DFT calculation (wB97M-V/def2-TZVPD) of a structure of composition C29H22BrN3O6ReS.

Each line ends with the Löwdin charge.
Atoms and positions in Å:
1 Re -0.19 0.31 0.48  1.531
2 O 0.32 0.41 2.42  -0.251
3 C 1.36 -0.13 3.01  -0.311
4 C 1.32 -0.26 4.41  0.001
5 C 2.33 -0.86 5.11  -0.063
6 C 3.48 -1.33 4.45  -0.090
7 C 3.56 -1.18 3.09  -0.044
8 C 2.52 -0.60 2.34  -0.136
9 C 2.69 -0.59 0.92  -0.062
10 N 1.85 -0.18 0.03  -0.104
11 C 2.10 -0.44 -1.39  -0.156
12 C 0.76 -0.83 -2.03  -0.179
13 N -0.14 0.24 -1.59  -0.139
14 C -0.40 1.19 -2.44  -0.115
15 C -0.78 2.52 -2.11  -0.164
16 C -1.18 3.39 -3.15  -0.041
17 C -1.43 4.71 -2.92  -0.086
18 C -1.24 5.22 -1.62  -0.058
19 C -0.84 4.40 -0.59  0.002
20 C -0.60 3.03 -0.80  -0.335
21 O -0.20 2.31 0.21  -0.216
22 H 0.42 0.10 4.90  0.122
23 H 2.25 -0.99 6.18  0.108
24 H 4.29 -1.79 5.01  0.102
25 H 4.44 -1.54 2.56  0.112
26 H 3.63 -1.00 0.57  0.137
27 H 2.46 0.47 -1.86  0.126
28 H 2.85 -1.23 -1.52  0.125
29 H 0.86 -0.87 -3.11  0.125
30 H 0.41 -1.78 -1.65  0.097
31 H -0.24 0.97 -3.49  0.128
32 H -1.28 2.98 -4.15  0.116
33 H -1.74 5.36 -3.72  0.103
34 H -1.42 6.27 -1.43  0.111
35 H -0.70 4.78 0.41  0.126
36 Br -3.04 -0.74 -3.56  0.750
37 C -3.19 -1.76 -1.96  -0.725
38 C -4.43 -2.24 -1.58  -0.099
39 C -4.49 -2.99 -0.41  -0.039
40 C -3.32 -3.20 0.31  0.000
41 C -2.15 -2.64 -0.16  -0.232
42 N -2.08 -1.93 -1.29  0.082
43 C -0.86 -2.80 0.60  -0.562
44 O -0.54 -3.90 0.99  0.101
45 O -0.12 -1.73 0.72  -0.205
46 H -5.31 -2.04 -2.17  0.101
47 H -5.43 -3.39 -0.07  0.114
48 H -3.31 -3.77 1.23  0.128
49 O -6.55 5.18 -1.21  0.113
50 C -5.93 5.13 -0.01  -0.484
51 O -6.11 6.01 0.79  0.121
52 C -5.05 3.95 0.24  -0.144
53 C -4.45 3.21 -0.77  -0.025
54 C -3.63 2.14 -0.48  -0.105
55 C -3.39 1.78 0.85  -0.613
56 S -2.45 0.36 1.30  0.685
57 C -4.01 2.50 1.87  -0.091
58 C -4.82 3.58 1.57  -0.006
59 H -6.37 4.38 -1.72  0.091
60 H -4.60 3.48 -1.82  0.115
61 H -3.20 1.55 -1.28  0.080
62 H -3.84 2.20 2.90  0.103
63 H -5.30 4.16 2.35  0.123

- E: -130195.99123 eV
- LUMO level (spin up / spin down): -0.0177 / -0.0397 hartree
- Expectation value of S²: 3.769
- Spin multiplicity: 4

=====

The following is a DFT calculation (wB97M-V/def2-TZVPD) of a cluster of 2 separate species, C3H3N3O in total in a non-equilibrium geometry.

Each line ends with the Löwdin charge.
Atoms and positions in Å:
1 C -1.12 -1.73 -0.57  -0.123
2 C -0.07 0.84 1.13  -0.179
3 C 0.70 0.78 -0.78  -0.254
4 N -0.62 -2.72 -0.33  0.067
5 N -0.28 1.28 -0.16  0.095
6 N 1.07 0.25 1.23  0.074
7 O 1.60 0.20 0.00  0.009
8 H -0.62 1.02 1.97  0.091
9 H -1.54 -0.68 -0.67  0.083
10 H 0.88 0.76 -1.83  0.137

- Energy relative to the best compared isomer or geometry (same formula, charge and spin): 265.15 kJ/mol
- E: -9674.70616 eV
- LUMO level: 0.0305 hartree

=====

The following is a DFT calculation (wB97M-V/def2-TZVPD) of the molecule C5H8O.

Each line ends with the Löwdin charge.
Atoms and positions in Å:
1 C -1.29 -0.71 -0.61  -0.062
2 C -0.38 0.51 -0.62  -0.287
3 C -0.06 1.28 0.63  -0.088
4 C 1.00 0.42 0.00  -0.222
5 C 1.37 -0.88 0.64  -0.249
6 O 2.00 -1.75 0.08  0.055
7 H -1.62 -0.97 0.40  0.082
8 H -2.19 -0.52 -1.21  0.075
9 H -0.78 -1.57 -1.04  0.079
10 H -0.41 1.09 -1.53  0.133
11 H -0.49 0.91 1.56  0.107
12 H 0.04 2.35 0.59  0.102
13 H 1.81 0.88 -0.56  0.144
14 H 1.01 -1.03 1.68  0.130

- Energy relative to the best compared isomer or geometry (same formula, charge and spin): 122.34 kJ/mol
- E: -7360.98728 eV
- LUMO level: 0.0384 hartree

=====

Among the records above, which one has the highest E? C5H8O